[1]
Molecular formula: C39H41BrCoN6O3S3
Method: DFT, wB97M-V/def2-TZVPD

The geometry in XYZ format:
```
94
Properties=species:S:1:pos:R:3:lowdin_charge:R:1
Co 0.547 -0.115 0.278 0.63
O -0.603 0.763 1.723 -0.58
S -1.205 1.549 2.866 1.07
C -0.720 0.624 4.380 -0.27
C 0.590 -0.127 4.171 -0.23
C 0.534 -1.589 4.628 -0.20
C 1.591 -2.436 3.934 -0.29
S 1.191 -2.976 2.228 1.06
O 0.774 -1.776 1.414 -0.59
C -0.332 -3.837 2.585 -0.40
C -0.257 -5.104 3.148 -0.07
C -1.435 -5.768 3.454 -0.05
C -2.660 -5.170 3.186 -0.05
C -2.717 -3.911 2.604 -0.06
C -1.545 -3.232 2.298 -0.08
C -0.270 3.069 3.071 -0.37
C 0.431 3.561 1.982 -0.11
C 1.062 4.793 2.071 -0.05
C 0.970 5.537 3.240 -0.05
C 0.249 5.046 4.320 -0.05
C -0.379 3.812 4.240 -0.07
H -1.557 -0.061 4.524 0.10
H -0.711 1.332 5.205 0.09
H 1.417 0.387 4.664 0.13
H 0.800 -0.137 3.106 0.05
H -0.453 -2.012 4.426 0.10
H 0.684 -1.656 5.707 0.13
H 1.749 -3.390 4.442 0.10
H 2.553 -1.924 3.865 0.10
H 0.703 -5.571 3.333 0.12
H -1.396 -6.756 3.891 0.12
H -3.576 -5.696 3.423 0.12
H -3.675 -3.458 2.386 0.11
H -1.561 -2.251 1.839 0.10
H 0.498 2.973 1.077 0.09
H 1.628 5.169 1.227 0.12
H 1.451 6.503 3.303 0.12
H 0.168 5.628 5.228 0.12
H -0.957 3.454 5.083 0.11
C 1.831 1.051 -2.710 0.01
C 1.587 -0.406 -2.512 -0.33
N 1.105 -0.990 -1.424 0.01
C 1.089 -2.350 -1.652 -0.07
C 1.550 -2.588 -2.901 0.00
N 1.857 -1.355 -3.434 0.01
C 2.427 -1.145 -4.763 -0.05
N 1.646 -1.800 -5.757 -0.08
N 2.209 -2.791 -6.514 0.07
N 1.374 -3.170 -7.389 0.09
C 0.213 -2.428 -7.254 -0.21
C -0.982 -2.465 -7.973 0.01
C -1.971 -1.585 -7.594 -0.07
C -1.789 -0.688 -6.525 -0.07
C -0.615 -0.642 -5.803 -0.02
C 0.384 -1.530 -6.200 -0.17
H 1.541 1.584 -1.811 0.06
H 1.243 1.441 -3.544 0.09
H 2.883 1.252 -2.916 0.10
H 0.733 -3.046 -0.913 0.11
H 1.671 -3.500 -3.461 0.14
H 3.424 -1.578 -4.817 0.15
H 2.483 -0.074 -4.949 0.14
H -1.109 -3.158 -8.793 0.12
H -2.913 -1.578 -8.126 0.11
H -2.599 -0.018 -6.266 0.10
H -0.482 0.045 -4.975 0.08
C -2.164 1.991 -2.847 -0.19
S -1.412 2.247 -1.239 1.00
O -0.695 0.935 -0.977 -0.57
C -2.908 2.256 -0.263 -0.42
C -3.665 1.100 -0.125 -0.08
C -4.835 1.154 0.613 -0.05
C -5.236 2.352 1.199 -0.05
C -4.464 3.496 1.062 -0.05
C -3.286 3.452 0.328 -0.08
H -2.856 1.152 -2.803 0.07
H -1.363 1.800 -3.559 0.04
H -2.688 2.911 -3.106 0.08
H -3.335 0.171 -0.575 0.12
H -5.442 0.265 0.725 0.12
H -6.160 2.390 1.761 0.12
H -4.778 4.424 1.522 0.12
H -2.672 4.338 0.215 0.12
Br 6.889 2.220 1.163 0.85
C 5.164 1.502 1.031 -0.68
C 4.157 1.927 1.881 -0.07
C 2.895 1.384 1.726 -0.11
N 2.581 0.484 0.791 0.04
C 3.584 0.048 0.011 -0.11
C 4.876 0.524 0.090 -0.08
H 4.345 2.663 2.649 0.12
H 2.108 1.686 2.397 0.09
H 3.341 -0.739 -0.688 0.11
H 5.646 0.135 -0.561 0.12
```

Its energy above the lowest of the compared OMol25 structures with the same formula, charge and spin is 19.22 kcal per mole. The total charge is +2. Its multiplicity is 2. The maximum force comes out at 0.9 eV/Å. The LUMO energy (alpha / beta) comes out at -5.43 / -4.63 eV.

[2]
Molecular formula: C39H41BrF5N7O5PRbS2Se
Method: DFT, wB97M-V/def2-TZVPD

The geometry in XYZ format:
```
103
Properties=species:S:1:pos:R:3:lowdin_charge:R:1
Rb -0.099 -0.278 -0.234 0.59
S -2.333 -0.478 2.014 0.47
C -2.960 -2.112 2.146 -0.71
C -3.842 -2.356 3.207 -0.10
C -4.426 -3.592 3.462 -0.23
C -5.315 -3.739 4.572 -0.21
N -6.026 -3.832 5.475 0.11
C -4.112 -4.662 2.608 -0.23
C -3.242 -4.444 1.553 -0.11
C -2.639 -3.202 1.270 -0.77
S -1.583 -3.135 -0.105 0.37
C -4.669 -5.968 2.809 -0.21
N -5.110 -7.020 2.972 0.12
H -4.074 -1.530 3.866 0.09
H -3.000 -5.271 0.898 0.09
C 3.047 2.894 -0.869 -0.06
O 1.801 2.707 -0.207 -0.07
C 1.361 3.693 0.587 -0.22
C 1.973 4.919 0.754 -0.06
C 1.391 5.862 1.604 -0.69
Br 2.251 7.544 1.815 0.70
C 0.231 5.605 2.281 -0.10
C -0.396 4.357 2.124 -0.06
C 0.162 3.395 1.285 -0.18
O -0.347 2.183 1.081 -0.04
C -1.624 4.020 2.832 -0.24
N -2.189 2.847 2.743 0.17
C -3.310 2.898 3.556 -0.19
C -4.246 1.902 3.824 -0.01
C -5.274 2.235 4.687 -0.09
C -5.369 3.511 5.266 -0.11
C -4.439 4.501 5.007 -0.04
C -3.404 4.165 4.140 -0.19
N -2.310 4.866 3.664 0.17
H 3.010 3.768 -1.525 0.10
H 3.195 2.011 -1.487 0.03
H 3.851 3.008 -0.137 0.10
H 2.889 5.154 0.235 0.10
H -0.185 6.359 2.934 0.09
H -1.160 2.063 1.646 0.04
H -4.125 0.925 3.369 0.04
H -6.023 1.492 4.930 0.10
H -6.192 3.723 5.937 0.09
H -4.519 5.480 5.463 0.10
H -2.073 5.819 3.866 0.14
C 4.070 -0.978 0.365 -0.07
N 3.440 -1.960 1.231 -0.17
C 3.351 -3.286 0.635 -0.05
C 2.394 -1.507 2.020 -0.48
N 1.925 -0.329 1.834 0.08
N 1.909 -2.438 2.937 -0.17
C 0.639 -2.131 3.572 -0.07
C 2.865 -3.088 3.810 -0.08
H 5.014 -1.393 0.004 0.08
H 4.258 -0.064 0.922 0.08
H 3.457 -0.725 -0.508 0.08
H 2.960 -3.227 -0.386 0.09
H 2.682 -3.913 1.216 0.08
H 4.341 -3.748 0.596 0.08
H 1.294 -0.071 2.587 0.04
H 0.738 -1.375 4.366 0.09
H 0.249 -3.044 4.024 0.09
H -0.091 -1.779 2.842 0.03
H 3.782 -3.313 3.272 0.07
H 2.440 -4.022 4.185 0.08
H 3.118 -2.457 4.676 0.09
F 8.379 -1.680 -2.935 0.09
C 7.153 -1.173 -3.169 -0.16
C 6.019 -1.892 -2.843 -0.16
F 6.146 -3.107 -2.282 0.09
C 4.766 -1.359 -3.092 -0.29
F 3.720 -2.128 -2.760 0.05
C 4.569 -0.096 -3.654 -0.59
Se 2.838 0.635 -3.917 0.54
C 5.742 0.588 -3.973 -0.27
F 5.691 1.812 -4.524 0.05
C 7.006 0.075 -3.742 -0.16
F 8.103 0.784 -4.067 0.09
C -3.317 -0.961 -5.181 -0.09
C -2.309 0.140 -5.433 -0.32
O -2.284 1.089 -4.355 -0.30
P -1.326 0.662 -3.081 0.82
O -2.350 0.275 -1.917 -0.43
C -3.455 1.041 -1.403 -0.27
C -4.739 0.297 -1.689 -0.06
O -0.984 2.174 -2.551 -0.32
C -0.024 2.941 -3.290 -0.31
C -0.110 4.372 -2.815 -0.06
H -3.331 -1.656 -6.024 0.07
H -4.319 -0.548 -5.056 0.07
H -3.065 -1.525 -4.281 0.08
H -2.563 0.713 -6.326 0.11
H -1.307 -0.276 -5.571 0.10
H -3.438 2.042 -1.838 0.11
H -3.297 1.110 -0.325 0.08
H -4.938 0.249 -2.761 0.06
H -5.576 0.797 -1.198 0.08
H -4.662 -0.715 -1.293 0.09
H -0.241 2.870 -4.360 0.11
H 0.975 2.532 -3.121 0.03
H -1.086 4.802 -3.045 0.08
H 0.661 4.977 -3.296 0.08
H 0.039 4.421 -1.735 0.06
```

Its energy above the lowest of the compared OMol25 structures with the same formula, charge and spin is 14.13 kcal per mole. The total charge is -2. Its multiplicity is 1. The maximum force comes out at 0.4 eV/Å. The LUMO energy comes out at 3.09 eV.

[3]
Molecular formula: C39H41BrF6HgIN2PSb2Se5
Method: DFT, wB97M-V/def2-TZVPD

The geometry in XYZ format:
```
99
Properties=species:S:1:pos:R:3:lowdin_charge:R:1
Hg -5.367 -11.017 18.816 0.36
Se -7.752 -15.842 16.321 -0.37
Sb -8.644 -13.714 17.270 -0.02
Se -7.514 -11.335 17.728 -0.32
Se -3.925 -10.579 20.606 0.01
Se -8.105 -14.951 19.425 -0.28
F -5.075 -6.183 22.849 -0.37
Sb -3.679 -6.186 24.161 1.34
F -2.505 -6.686 22.782 -0.38
F -3.740 -8.028 24.479 -0.37
F -3.379 -4.341 23.733 -0.39
F -4.922 -5.851 25.530 -0.37
F -2.253 -6.071 25.374 -0.38
C -1.285 -9.797 14.316 -0.09
C -0.483 -9.817 15.630 -0.22
C -1.091 -9.044 16.831 -0.19
C -2.119 -9.731 17.671 -0.23
N -3.158 -10.326 16.844 -0.08
C -4.165 -9.627 16.241 -0.79
Se -4.745 -7.985 16.792 0.61
N -4.707 -10.392 15.264 -0.03
C -5.790 -10.034 14.388 -0.18
C -5.226 -9.566 13.059 -0.18
C -4.788 -8.091 12.993 -0.25
C -6.006 -7.120 12.877 -0.10
C -4.110 -11.673 15.313 -0.15
C -4.295 -12.834 14.589 0.01
C -3.537 -13.945 14.993 -0.09
C -2.569 -13.864 15.977 -0.08
C -2.363 -12.670 16.677 -0.01
C -3.094 -11.566 16.284 -0.22
H -1.302 -10.735 13.784 0.07
H -1.025 -9.000 13.623 0.07
H -2.339 -9.591 14.579 0.05
H 0.513 -9.445 15.496 0.08
H -0.362 -10.882 16.015 0.11
H -1.496 -8.094 16.496 0.10
H -0.256 -8.788 17.497 0.12
H -2.563 -9.017 18.320 0.05
H -1.716 -10.503 18.342 0.10
H -6.340 -9.284 14.900 0.07
H -6.377 -10.937 14.269 0.12
H -5.999 -9.758 12.313 0.11
H -4.348 -10.237 12.875 0.12
H -4.160 -8.001 12.109 0.09
H -4.215 -7.788 13.855 0.05
H -6.468 -7.114 11.863 0.08
H -5.705 -6.126 13.203 0.07
H -6.755 -7.412 13.569 0.05
H -5.104 -13.000 13.844 0.13
H -3.698 -14.872 14.511 0.09
H -2.043 -14.783 16.247 0.11
H -1.626 -12.599 17.448 0.10
C -8.243 -11.906 24.090 -0.08
C -7.457 -11.580 23.008 -0.08
C -7.916 -10.734 22.019 -0.11
C -9.142 -10.138 22.124 -0.39
C -9.948 -10.439 23.224 -0.11
C -9.515 -11.297 24.218 -0.08
P -9.623 -8.932 20.854 1.08
C -11.357 -9.454 20.491 -0.37
C -12.201 -8.537 19.885 -0.13
C -13.458 -8.962 19.455 -0.11
C -13.986 -10.238 19.721 -0.10
C -13.112 -11.169 20.298 -0.10
C -11.814 -10.799 20.654 -0.07
C -9.883 -7.434 21.933 -0.36
C -11.017 -7.070 22.675 -0.10
C -10.957 -5.920 23.452 -0.10
C -9.798 -5.154 23.569 -0.09
C -8.660 -5.519 22.869 -0.07
C -8.751 -6.610 22.036 -0.15
H -7.818 -12.538 24.871 0.10
H -6.458 -11.980 22.953 0.10
H -7.238 -10.520 21.235 0.04
H -10.897 -9.943 23.353 0.10
H -10.162 -11.479 25.075 0.10
H -11.834 -7.511 19.726 0.11
H -14.113 -8.193 19.069 0.09
H -14.982 -10.533 19.357 0.10
H -13.397 -12.193 20.518 0.10
H -11.177 -11.566 21.036 0.09
H -11.906 -7.703 22.618 0.10
H -11.775 -5.603 24.074 0.09
H -9.789 -4.241 24.174 0.10
H -7.741 -4.943 22.872 0.11
H -7.821 -6.944 21.558 0.08
Br -9.135 -2.989 18.804 0.67
C -7.451 -3.464 19.517 -0.75
C -6.727 -2.510 20.202 -0.18
C -5.494 -2.780 20.776 -0.07
C -5.009 -4.118 20.745 -0.06
C -5.789 -5.105 20.123 -0.16
C -6.934 -4.783 19.430 -0.74
I -7.998 -6.280 18.466 0.90
H -7.146 -1.505 20.263 0.09
H -4.907 -1.975 21.303 0.12
H -4.081 -4.366 21.215 0.08
H -5.458 -6.122 20.230 0.09
```

Its energy above the lowest of the compared OMol25 structures with the same formula, charge and spin is 0.00 kcal per mole. The total charge is -2. Its multiplicity is 1. The maximum force comes out at 2.0 eV/Å. The LUMO energy (alpha / beta) comes out at 1.95 / 3.18 eV.

[4]
Molecular formula: C39H42BrCl2NO4PtS
Method: DFT, wB97M-V/def2-TZVPD

The geometry in XYZ format:
```
91
Properties=species:S:1:pos:R:3:lowdin_charge:R:1
Pt -0.062 -0.394 -2.939 0.98
C -0.375 -4.092 3.255 -0.07
C -1.536 -4.465 2.332 -0.56
C -2.819 -3.879 2.935 -0.05
C -1.654 -5.995 2.288 -0.05
C -1.330 -3.928 0.917 -0.19
C -0.162 -3.305 0.511 -0.09
C -0.061 -2.844 -0.787 -0.54
Br 1.534 -1.943 -1.341 0.82
C -1.064 -2.932 -1.764 -0.45
O -0.907 -2.455 -2.964 -0.29
C -2.262 -3.584 -1.339 -0.08
C -2.345 -4.054 -0.039 0.01
C -3.437 -3.682 -2.312 -0.53
C -3.895 -2.264 -2.690 -0.04
C -3.018 -4.452 -3.573 -0.05
C -4.634 -4.414 -1.700 -0.08
H -0.583 -4.450 4.267 0.08
H -0.238 -3.010 3.303 0.08
H 0.563 -4.545 2.927 0.08
H -2.975 -4.266 3.946 0.08
H -3.697 -4.130 2.339 0.07
H -2.747 -2.791 2.985 0.07
H -1.790 -6.402 3.295 0.08
H -0.753 -6.436 1.855 0.09
H -2.504 -6.304 1.677 0.08
H 0.672 -3.165 1.184 0.08
H -3.262 -4.541 0.266 0.09
H -3.084 -1.703 -3.149 0.07
H -4.217 -1.716 -1.803 0.09
H -4.732 -2.320 -3.394 0.08
H -2.200 -3.945 -4.079 0.07
H -3.868 -4.533 -4.258 0.08
H -2.694 -5.464 -3.312 0.08
H -5.032 -3.884 -0.831 0.08
H -4.379 -5.433 -1.399 0.08
H -5.430 -4.474 -2.445 0.08
Cl 2.046 5.187 3.108 0.69
C 2.724 3.576 3.120 -0.58
C 4.078 3.445 3.350 -0.13
C 4.647 2.182 3.378 -0.10
C 3.843 1.081 3.139 -0.12
C 2.490 1.223 2.877 -0.58
Cl 1.627 -0.205 2.417 0.77
C 1.866 2.484 2.886 -0.30
N 0.538 2.718 2.646 0.07
C -0.561 1.845 2.875 -0.25
C -0.719 1.298 4.144 -0.06
C -1.783 0.459 4.419 -0.10
C -2.713 0.191 3.422 -0.09
C -2.567 0.756 2.167 -0.02
C -1.489 1.589 1.864 -0.15
C -1.360 2.157 0.473 -0.04
C -1.318 1.052 -0.606 -0.66
O -2.366 0.495 -0.912 0.01
O -0.152 0.834 -1.092 -0.22
H 4.672 4.333 3.515 0.10
H 5.704 2.060 3.563 0.10
H 4.263 0.085 3.110 0.10
H 0.314 3.653 2.350 0.09
H 0.017 1.528 4.906 0.12
H -1.891 0.022 5.404 0.10
H -3.554 -0.460 3.626 0.10
H -3.267 0.529 1.372 0.11
H -0.466 2.769 0.376 0.10
H -2.238 2.769 0.260 0.12
S -1.079 1.160 -5.722 0.60
C -0.545 0.482 -4.426 -0.99
C 3.130 6.628 -0.699 -0.05
C 3.102 5.365 -1.515 -0.26
C 3.159 4.121 -0.908 0.00
C 3.134 2.935 -1.638 -0.16
C 3.174 1.639 -0.880 -0.03
C 3.056 3.016 -3.039 -0.10
C 2.964 1.797 -3.874 -0.20
O 2.790 0.676 -3.461 -0.01
C 3.011 4.272 -3.674 -0.21
C 2.899 4.419 -5.174 -0.05
C 3.030 5.422 -2.903 -0.02
H 2.986 6.414 0.359 0.05
H 2.349 7.319 -1.020 0.08
H 4.088 7.141 -0.813 0.08
H 3.215 4.061 0.174 0.10
H 3.433 1.837 0.160 0.07
H 3.896 0.943 -1.303 0.09
H 2.200 1.146 -0.909 0.05
H 3.018 1.962 -4.965 0.12
H 1.943 4.040 -5.540 0.09
H 3.687 3.884 -5.706 0.08
H 2.970 5.471 -5.448 0.07
H 2.981 6.389 -3.395 0.11
```

Its energy above the lowest of the compared OMol25 structures with the same formula, charge and spin is 0.00 kcal per mole. The total charge is -1. Its multiplicity is 2. The maximum force comes out at 0.7 eV/Å. The LUMO energy (alpha / beta) comes out at 2.23 / 2.21 eV.

[5]
Molecular formula: C39H42ClGeMnN4O
Method: DFT, wB97M-V/def2-TZVPD

The geometry in XYZ format:
```
89
Properties=species:S:1:pos:R:3:lowdin_charge:R:1
Mn -0.135 1.537 -0.086 1.01
Cl 6.985 1.368 1.389 0.74
C 5.355 1.247 0.846 -0.66
C 5.043 0.432 -0.250 -0.04
C 3.749 0.329 -0.715 0.02
C 2.729 1.030 -0.090 -0.31
O 1.487 0.924 -0.577 -0.19
C 3.028 1.823 1.019 -0.15
C 2.010 2.504 1.734 -0.01
N 0.736 2.432 1.512 0.05
C -0.193 3.138 2.339 -0.18
C 0.043 3.624 3.591 0.02
C -0.964 4.341 4.275 -0.02
C -2.184 4.550 3.704 0.01
C -2.463 4.013 2.425 -0.13
C -3.706 4.149 1.771 0.05
C -3.898 3.576 0.544 0.00
C -2.858 2.844 -0.034 -0.08
N -1.682 2.696 0.549 0.02
C -1.461 3.292 1.764 -0.15
C 4.360 1.935 1.474 -0.03
H 5.839 -0.123 -0.734 0.13
H 3.504 -0.296 -1.564 0.13
H 2.344 3.142 2.551 0.14
H 0.993 3.456 4.083 0.12
H -0.754 4.726 5.265 0.13
H -2.951 5.112 4.223 0.13
H -4.502 4.707 2.252 0.14
H -4.837 3.666 0.015 0.13
H -2.998 2.360 -0.990 0.11
H 4.589 2.559 2.331 0.13
C -2.010 -3.725 -4.892 -0.10
C -1.243 -3.400 -3.613 -0.27
C -0.956 -1.904 -3.473 -0.28
C 0.147 -1.527 -2.473 -0.30
Ge 0.113 -2.167 -0.617 1.01
C -0.964 -3.666 0.033 -0.28
C -0.057 -4.725 0.675 -0.29
C 0.831 -5.450 -0.340 -0.29
C 2.032 -6.135 0.305 -0.10
H -2.275 -4.782 -4.942 0.08
H -1.413 -3.487 -5.777 0.08
H -2.937 -3.147 -4.949 0.08
H -0.297 -3.953 -3.598 0.11
H -1.821 -3.742 -2.756 0.08
H -1.893 -1.380 -3.234 0.09
H -0.647 -1.531 -4.456 0.11
H 0.264 -0.444 -2.409 0.02
H 1.104 -1.914 -2.837 0.07
H 1.581 -2.447 -0.244 0.02
H -1.548 -4.109 -0.774 0.06
H -1.670 -3.252 0.756 0.07
H -0.687 -5.457 1.186 0.12
H 0.569 -4.267 1.453 0.10
H 1.184 -4.741 -1.099 0.08
H 0.228 -6.188 -0.877 0.12
H 2.666 -5.406 0.817 0.07
H 2.643 -6.652 -0.436 0.08
H 1.712 -6.874 1.045 0.08
C 1.259 -0.512 4.576 -0.04
C 2.055 -0.837 3.457 -0.04
C 1.503 -0.909 2.205 -0.05
C 0.125 -0.651 1.997 -0.19
C -0.506 -0.754 0.690 -0.30
C -1.836 -0.371 0.603 -0.16
C -2.605 0.037 1.725 -0.07
C -2.031 0.048 2.954 0.00
C -0.657 -0.281 3.125 -0.16
C -0.068 -0.234 4.409 -0.02
H 1.700 -0.492 5.566 0.12
H 3.110 -1.041 3.590 0.12
H 2.128 -1.171 1.364 0.08
H -2.366 -0.528 -0.334 0.10
H -3.646 0.315 1.599 0.12
H -2.619 0.309 3.829 0.13
H -0.689 0.023 5.262 0.12
N 1.093 3.625 -2.164 0.18
C 0.117 2.917 -2.787 -0.33
C -0.174 3.152 -4.142 0.02
C -1.146 2.416 -4.760 -0.01
C -1.844 1.431 -4.041 -0.04
C -1.520 1.259 -2.733 -0.17
N -0.564 1.988 -2.095 0.02
H 1.606 4.328 -2.664 0.12
H 1.320 3.487 -1.199 0.08
H 0.383 3.913 -4.673 0.13
H -1.371 2.589 -5.805 0.13
H -2.606 0.819 -4.501 0.12
H -2.016 0.503 -2.141 0.09
```

The total charge is +2. Its multiplicity is 5. The maximum force comes out at 0.7 eV/Å. The LUMO energy (alpha / beta) comes out at -7.09 / -6.77 eV.